Computed, not measured: a molecular structure, C46H84N9O3RbS2, with the ωB97M-V functional and the def2-TZVPD basis.

XYZ file:
```
145
Properties=species:S:1:pos:R:3:forces:R:3:mulliken_charge:R:1
Rb -0.1297 0.3432 0.1525 -0.638 -0.166 0.089 0.458
S 0.6240 1.0882 3.6001 0.022 0.040 0.026 0.043
S 0.1693 4.1454 -0.0855 0.041 0.460 -0.144 0.885
O 0.1337 -2.4982 0.1181 0.080 -0.218 0.002 0.351
O -0.9386 3.1839 0.2075 -0.213 -0.210 -0.036 -0.775
O 2.1390 1.5109 -0.4898 0.223 0.233 -0.084 0.394
N -4.6120 -3.1478 -0.6753 0.001 -0.036 0.032 0.258
N 2.4476 -1.1320 -0.0421 -0.069 0.074 0.111 1.318
N -5.4132 -1.0808 -1.6692 -0.061 -0.005 -0.009 0.048
N -3.0606 -1.3176 -1.0888 0.043 0.258 0.151 1.125
N 0.9341 0.0001 -2.9661 0.224 -0.247 0.309 0.097
N -2.5290 2.1778 -2.3636 0.053 0.037 0.132 -0.240
N -2.4473 1.1599 2.2759 -0.050 0.122 -0.109 0.465
N -3.9838 -2.5707 -2.9552 0.050 0.005 -0.048 0.037
N -1.1434 -1.1938 2.6081 -0.067 -0.347 -0.205 1.767
C 4.7486 -0.7333 0.6855 0.125 0.060 0.012 -1.154
C 5.6464 1.4206 0.2455 -0.045 0.003 -0.022 0.099
C 1.2548 -4.6054 0.0965 -0.021 0.003 0.013 -0.327
C 3.5708 4.1065 0.5338 -0.024 -0.078 0.016 -1.348
C 6.8773 -0.9563 2.7712 0.013 0.018 -0.028 -1.712
C -5.7173 -2.1954 -0.7747 -0.124 -0.021 0.069 -0.810
C 0.6075 -0.6081 4.2478 -0.008 0.029 -0.017 -1.059
C 5.7776 -5.4623 0.5574 -0.035 0.017 -0.019 -1.353
C -0.9377 -5.1925 -0.8930 -0.036 0.022 -0.019 -1.261
C 3.5758 3.5462 -1.9257 -0.078 0.004 -0.020 -1.680
C 2.4961 -2.4511 -0.1158 -0.056 -0.055 -0.030 -0.844
C 4.9372 -5.3722 -0.7237 0.033 -0.004 -0.024 2.025
C -0.4534 1.1921 -4.5358 -0.085 0.141 -0.159 -0.091
C -0.0299 -5.3884 0.3248 -0.023 -0.117 0.016 2.746
C 2.4450 -5.2290 -0.0944 -0.118 0.031 0.057 -0.395
C 3.4994 -0.3251 0.1355 0.043 0.031 -0.067 -0.709
C 3.6750 -3.2154 -0.4058 0.010 -0.171 -0.053 -0.825
C 0.2125 -6.8923 0.4796 -0.014 0.094 0.008 -2.454
C 8.1532 0.7586 1.5188 -0.030 -0.061 0.000 -2.421
C 4.3262 3.3952 -0.5973 0.057 0.073 0.005 2.684
C 1.1979 -3.1397 0.0212 -0.018 0.117 -0.039 -0.114
C -2.3812 -1.1098 3.3426 -0.001 0.113 0.017 -1.475
C 0.2755 5.2012 1.3722 -0.060 -0.129 -0.159 -1.536
C 5.6807 4.0914 -0.7656 -0.099 -0.049 0.005 -2.403
C -3.2354 0.0988 2.8729 0.018 -0.044 -0.001 -0.882
C -3.4327 -2.4217 -0.2006 0.111 -0.101 0.052 -0.375
C -1.9717 2.1945 3.1696 -0.021 0.056 0.049 -0.554
C 7.1320 -0.3709 1.3772 0.022 0.003 0.022 2.245
C -4.2108 -0.4119 -1.1733 -0.088 0.217 -0.082 -0.736
C -0.9700 1.7238 4.2183 0.061 0.035 -0.029 -0.871
C 4.6131 -6.7937 -1.1966 0.027 0.053 0.002 -2.079
C 3.6738 -4.5689 -0.4172 0.144 0.176 -0.035 -0.348
C -0.5182 2.5429 -3.8168 -0.105 -0.004 0.035 0.315
C 5.7674 -4.6931 -1.8189 -0.025 -0.025 0.048 -1.725
C 5.8165 0.1042 0.7627 -0.104 -0.118 0.002 -0.516
C 4.4635 1.9293 -0.2036 0.075 0.055 0.058 -0.635
C -0.7315 -4.9090 1.6019 -0.046 0.020 -0.019 -1.522
C -0.5481 5.3856 -1.1860 0.091 -0.117 0.179 -1.150
C 0.0356 -1.6606 3.2911 0.049 0.012 0.041 -0.188
C -1.9502 2.9508 -3.4591 0.009 -0.070 -0.160 -1.116
C 7.7367 -1.4581 0.4799 -0.020 0.014 0.017 -1.346
C 3.2773 1.0836 -0.1919 0.099 -0.172 -0.017 -0.132
C -4.3246 -3.6460 -2.0234 -0.056 -0.139 -0.031 -0.519
C -2.8137 -1.8691 -2.4233 0.093 0.011 -0.070 -0.244
C 0.8778 0.4927 -4.3321 0.014 0.138 -0.183 -0.811
C -5.1030 -1.6299 -2.9906 -0.097 0.024 -0.095 -0.770
H -0.4976 -5.6632 -1.7731 0.019 -0.023 -0.050 0.457
H 8.6899 -1.8035 0.8815 0.074 -0.037 0.031 0.529
H -2.8020 2.6682 3.7308 0.079 -0.037 -0.045 0.450
H 4.8034 -1.7235 1.1132 0.022 -0.054 0.024 0.809
H -1.0119 -3.8626 1.5309 -0.014 0.015 0.020 0.102
H -2.9307 1.5838 1.4964 -0.032 0.029 0.048 0.176
H 9.0515 0.3752 2.0028 0.045 -0.016 0.018 0.430
H -1.9125 -5.6491 -0.7127 -0.077 -0.024 0.002 0.532
H 3.9182 -6.7860 -2.0362 -0.042 0.000 -0.061 0.407
H -2.9915 -2.0239 3.2613 0.035 0.067 0.053 0.351
H 2.4658 -6.3048 -0.0500 -0.030 -0.108 0.019 0.350
H -3.8323 0.4611 3.7246 -0.043 -0.030 -0.023 0.284
H -2.2720 1.2016 -2.4697 0.031 -0.011 -0.040 -0.053
H -4.8536 -0.8068 -3.6644 -0.013 -0.006 0.001 0.361
H 1.6304 -0.7310 -2.8777 -0.032 -0.010 0.099 0.109
H 5.5293 -7.2871 -1.5215 0.038 -0.021 -0.001 0.452
H -3.9471 -0.2473 2.1209 0.010 0.011 -0.013 0.265
H 0.8559 -7.1118 1.3310 0.063 -0.024 0.076 0.457
H 0.6547 -7.3312 -0.4137 0.042 -0.034 -0.077 0.457
H -1.4060 0.9505 4.8473 -0.019 -0.008 0.048 0.298
H 6.6802 -6.0489 0.3851 0.083 -0.052 -0.009 0.444
H -1.9713 -2.5604 -2.3693 0.018 0.022 -0.008 -0.017
H -0.6060 4.9517 -2.1797 0.059 -0.013 0.022 0.055
H -3.4895 -4.3460 -1.9722 -0.006 -0.008 0.000 0.155
H -0.0743 -5.0310 2.4630 0.051 -0.019 0.077 0.416
H 5.2099 -5.9344 1.3595 -0.028 -0.030 0.053 0.337
H 6.4309 -0.2096 3.4274 -0.022 0.043 0.042 0.377
H -5.9866 -2.1462 -3.3771 0.038 0.033 0.013 0.353
H -1.5437 5.6289 -0.8218 -0.077 0.038 0.036 0.396
H 0.7796 -1.8834 2.5238 -0.012 -0.002 0.013 -0.122
H -1.6291 -5.5041 1.7743 -0.071 -0.033 0.017 0.542
H -2.0005 4.0077 -3.1865 -0.068 -0.100 -0.066 0.486
H 1.6961 1.1915 -4.5714 -0.043 -0.079 -0.022 0.302
H 4.1428 3.0817 -2.7321 0.054 -0.052 -0.091 0.371
H 0.0602 2.4895 -2.8868 0.011 0.053 0.033 -0.360
H -1.2295 0.5240 -4.1494 0.024 -0.005 -0.029 -0.348
H 6.2069 -1.8132 2.7318 -0.040 -0.050 0.005 0.294
H 7.7663 1.5741 2.1286 -0.027 0.070 0.051 0.477
H 5.1750 -4.5467 -2.7214 -0.031 0.003 -0.063 0.410
H 4.5568 -2.6710 -0.7020 0.059 0.046 -0.023 0.791
H -3.6446 -2.0195 0.7934 -0.014 -0.010 0.004 0.357
H 7.0690 -2.3166 0.4072 -0.042 -0.048 -0.008 0.005
H 8.4484 1.1611 0.5509 0.025 0.043 -0.078 0.408
H -5.9343 -1.7996 0.2215 -0.005 -0.016 -0.022 0.354
H -2.5869 2.8362 -4.3449 0.042 0.018 0.051 0.374
H 7.9044 -1.0778 -0.5276 0.019 0.022 -0.065 0.312
H 6.2368 4.1487 0.1687 0.051 -0.014 0.081 0.410
H 2.6650 3.5600 0.7857 -0.001 0.016 -0.001 -0.068
H 1.2322 0.7317 -2.3294 0.179 0.011 0.070 -0.493
H 6.6276 -5.3147 -2.0691 0.043 -0.026 -0.005 0.439
H -3.9799 0.4272 -1.8365 -0.088 -0.142 0.161 0.283
H -0.1211 -2.5897 3.8670 0.032 0.028 -0.032 0.235
H 5.5126 5.1130 -1.1062 -0.008 0.070 -0.016 0.466
H -0.6560 1.3267 -5.6013 -0.024 0.091 -0.019 0.490
H 0.0880 6.2658 -1.2091 0.083 0.079 -0.002 0.484
H -2.5452 -1.0544 -3.1019 -0.028 -0.051 0.025 -0.021
H -6.6042 -2.7170 -1.1440 0.016 0.008 0.015 0.366
H -0.7441 -7.3876 0.6479 -0.037 -0.018 0.007 0.418
H 1.6418 -0.8586 4.4869 -0.009 -0.010 0.016 0.541
H -4.4180 -0.0162 -0.1738 0.006 0.013 -0.026 0.134
H -5.2064 -4.1753 -2.3994 0.072 0.037 0.031 0.385
H -1.0715 -4.1349 -1.1008 -0.012 0.011 -0.027 -0.218
H -2.1230 2.4726 -1.4762 -0.014 0.043 -0.092 0.108
H 6.1500 -3.7248 -1.5033 0.025 0.085 0.020 0.258
H 6.5055 2.0697 0.2558 0.082 0.095 -0.003 0.437
H -2.1456 -1.0033 4.4030 0.024 0.004 0.015 0.726
H 3.3053 5.1237 0.2388 -0.023 0.101 -0.026 0.494
H -0.7322 5.4983 1.6527 -0.082 0.040 0.008 0.522
H -0.7458 2.5703 4.8715 -0.028 -0.030 -0.022 0.583
H 7.8156 -1.2894 3.2161 0.058 -0.024 0.033 0.450
H -2.5928 -3.1109 -0.1246 0.033 -0.001 0.022 -0.718
H 0.9760 -0.3515 -5.0188 -0.084 0.008 0.053 0.530
H 0.0649 -0.5848 5.1943 0.011 -0.002 0.003 0.459
H 4.1971 4.1617 1.4239 0.050 0.005 0.075 0.351
H -1.2513 -1.6504 1.7124 0.028 -0.175 0.041 -0.995
H -1.5125 2.9652 2.5487 -0.023 -0.003 0.023 -0.051
H 3.4635 4.6050 -2.1634 0.007 0.103 -0.037 0.497
H 2.5932 3.0856 -1.8801 0.029 0.047 -0.023 0.087
H 4.1843 -7.4011 -0.4014 -0.035 -0.055 0.046 0.372
H -0.0463 3.3080 -4.4395 0.037 0.030 -0.027 0.499
H 6.0726 -4.4681 0.8952 0.010 0.036 0.013 0.068
H 0.8939 6.0658 1.1509 0.083 0.075 -0.017 0.462
H 0.7342 4.6192 2.1661 0.039 -0.086 0.060 0.336
H 6.2994 3.5891 -1.5086 0.052 -0.043 -0.062 0.424
```
Positions in Å, forces in eV/Å.

The value obtained for the HOMO energy (alpha / beta) is -6.505 / -6.504 eV. The value obtained for the total energy is -90945.17526 eV. Its energy relative to the best compared isomer or geometry (same formula, charge and spin) is 11.8 kcal/mol. As for the charge: 0. The value obtained for the gap between HOMO and LUMO (alpha / beta) is 5.59 / 5.58 eV. The maximum force is 0.665 eV/A.